The following is a DFT calculation (ωB97M-V with the def2-TZVPD basis set) of a structure of composition C20H37InN5O6P2S2 in a non-equilibrium geometry.

XYZ file:
```
73
Properties=species:S:1:pos:R:3
In 1.207 -0.145 -1.423
S 3.336 -0.033 -2.609
C 3.651 1.627 -2.366
C 4.979 2.070 -2.242
C 5.386 3.345 -1.812
C 4.372 4.285 -1.526
C 3.061 3.956 -1.894
C 2.611 2.613 -2.204
S 0.984 2.267 -2.389
H 5.715 1.294 -2.436
H 6.406 3.586 -1.763
H 4.582 5.254 -1.087
H 2.312 4.722 -1.845
C -4.469 -2.626 -0.504
C -2.982 -2.726 -0.834
C -2.348 -3.986 -0.322
O -2.334 -1.620 0.017
P -1.953 -0.225 -0.554
O -0.901 -0.179 -1.673
C -1.361 0.773 0.911
P 0.216 0.315 1.742
O 1.328 -0.088 0.725
O -0.229 -0.829 2.660
C 0.207 -1.696 3.774
C 0.971 -2.890 3.266
C 0.900 -0.887 4.880
O 0.686 1.504 2.699
C 1.450 2.696 2.256
C 2.871 2.319 2.429
C 1.042 3.923 3.097
O -3.323 0.371 -1.051
C -3.523 1.405 -2.111
C -3.261 2.759 -1.470
C -4.898 1.211 -2.744
H -5.055 -3.410 -1.001
H -4.861 -1.666 -0.886
H -4.630 -2.632 0.583
H -2.677 -2.484 -1.862
H -2.446 -4.024 0.755
H -1.276 -4.004 -0.647
H -2.855 -4.856 -0.697
H -2.151 0.708 1.685
H -1.359 1.815 0.618
H -0.784 -1.992 4.177
H 1.984 -2.556 2.862
H 0.380 -3.363 2.443
H 1.120 -3.604 4.069
H 1.743 -0.347 4.452
H 1.282 -1.554 5.657
H 0.170 -0.142 5.302
H 1.176 2.917 1.189
H 3.045 2.107 3.501
H 3.536 3.164 2.124
H 3.162 1.416 1.860
H 1.011 3.558 4.131
H 0.039 4.314 2.849
H 1.844 4.733 3.069
H -2.819 1.145 -2.895
H -3.675 2.748 -0.465
H -3.765 3.506 -2.074
H -2.193 2.952 -1.450
H -5.617 1.278 -1.939
H -4.905 0.178 -3.158
H -5.043 2.011 -3.493
N 0.386 -5.102 -3.776
N 0.656 -4.182 -2.745
N 1.389 -4.525 -1.631
C 1.600 -3.330 -1.064
N 1.045 -2.334 -1.754
N 0.449 -2.904 -2.798
H 0.980 -5.935 -3.688
H 0.243 -4.733 -4.737
H 2.183 -3.238 -0.164
```

**Net charge**: +1
**Spin multiplicity**: 1
**Frontier orbital gap**: 6.6 eV